Entry 1:
DFT (ωB97M-V with the def2-TZVPD basis set) results for a structure of composition C31H20Cl5CrN3O2S2.

```
64
Properties=species:S:1:pos:R:3:mulliken_charge:R:1
Cr 0.09 0.02 0.13 0.03
Cl -1.98 -1.36 0.33 -0.22
C -2.34 -0.28 -1.01 1.24
C -1.28 0.57 -1.26 -0.81
C -1.44 1.46 -2.31 0.75
Cl -0.15 2.54 -2.74 -0.17
C -2.63 1.50 -3.04 -0.17
Cl -2.81 2.63 -4.32 -0.17
C -3.67 0.62 -2.74 0.78
Cl -5.13 0.66 -3.63 -0.16
C -3.53 -0.30 -1.70 -0.52
Cl -4.76 -1.43 -1.29 -0.19
S 4.54 5.50 -0.13 -0.19
C 4.12 6.70 1.00 -0.35
C 3.02 6.36 1.72 -0.62
C 2.51 5.09 1.34 -0.30
C 3.23 4.49 0.35 0.20
C 2.98 3.19 -0.29 1.15
C 1.89 2.40 0.15 -1.03
N 1.61 1.23 -0.37 0.93
C 2.38 0.74 -1.37 -0.71
C 3.47 1.43 -1.87 0.61
C 4.22 0.84 -2.95 -1.19
C 3.88 -0.36 -3.46 -1.18
C 2.74 -1.09 -2.95 0.48
C 2.31 -2.33 -3.45 -0.57
C 1.20 -2.95 -2.92 0.79
C 0.53 -2.30 -1.88 -0.64
N 0.91 -1.13 -1.39 0.80
C 2.00 -0.52 -1.92 -0.46
C 0.70 -4.25 -3.40 0.20
C -0.40 -4.94 -2.97 -0.31
C -0.60 -6.17 -3.66 -0.63
C 0.35 -6.38 -4.61 -0.34
S 1.49 -5.11 -4.67 -0.20
C 3.76 2.68 -1.30 -0.74
H 4.71 7.60 1.08 0.44
H 2.59 6.98 2.49 0.40
H 1.63 4.64 1.80 0.49
H 1.23 2.74 0.93 0.45
H 5.08 1.37 -3.34 0.47
H 4.45 -0.80 -4.27 0.46
H 2.87 -2.79 -4.26 0.48
H -0.35 -2.74 -1.43 0.29
H -1.05 -4.60 -2.18 0.43
H -1.41 -6.85 -3.46 0.39
H 0.45 -7.22 -5.28 0.45
H 4.61 3.24 -1.68 0.47
C -1.36 1.91 3.58 -1.17
C -0.85 0.79 2.72 0.70
O -0.80 -0.36 3.10 -0.53
O -0.43 1.20 1.52 -0.58
H -1.49 1.56 4.60 0.34
H -2.33 2.24 3.19 0.30
H -0.68 2.76 3.55 0.27
C 1.52 -2.31 4.57 -1.05
C 2.46 -2.36 3.35 -0.42
C 1.86 -1.67 2.21 0.37
N 1.39 -1.08 1.34 -0.10
H 2.00 -2.83 5.40 0.38
H 0.57 -2.79 4.35 0.31
H 1.32 -1.28 4.86 0.28
H 2.66 -3.39 3.05 0.29
H 3.41 -1.89 3.56 0.27
```

E_tot = -5649.74356 hartree
⟨S²⟩ = 0.760
spin multiplicity = 2
energy above the lowest of the compared OMol25 structures with the same formula, charge and spin = 26.0 kJ/mol
HOMO level (spin up / spin down) = -10.7 / -10.7 eV
net charge = +1

=====

Entry 2:
DFT (ωB97M-V with the def2-TZVPD basis set) results for a structure of composition C31H20F5IN9OPt.

```
68
Properties=species:S:1:pos:R:3:mulliken_charge:R:1
Pt 1.97 -0.78 0.50 0.26
C -1.30 3.26 2.58 -1.13
N -0.35 2.54 1.72 0.82
C 0.00 1.26 1.79 0.14
N 0.79 0.97 0.77 -0.26
C 0.88 2.14 0.09 -0.58
N 0.19 3.12 0.63 -0.90
C -2.69 2.68 2.46 0.67
C -3.53 2.59 3.56 -0.90
C -4.81 2.06 3.42 -0.60
C -5.25 1.59 2.19 -0.90
C -4.40 1.67 1.10 0.23
C -3.14 2.23 1.23 0.10
C -4.80 1.20 -0.23 0.41
N -5.97 1.08 -0.75 -0.42
N -5.75 0.72 -2.10 -0.48
C -4.48 0.65 -2.25 0.28
O -3.80 0.93 -1.11 -0.18
C -3.67 0.42 -3.45 0.15
C -4.04 1.02 -4.65 -0.88
C -3.21 0.91 -5.75 -0.73
C -2.01 0.22 -5.64 -0.86
C -1.65 -0.42 -4.45 0.58
C -0.41 -1.26 -4.47 -0.72
N 0.51 -1.19 -3.32 0.76
C 0.49 -0.54 -2.16 -0.18
N 1.60 -0.85 -1.48 -0.28
C 2.26 -1.72 -2.31 -0.30
N 1.63 -1.94 -3.43 -1.16
C -2.50 -0.32 -3.36 0.11
H -1.27 4.29 2.25 0.31
H -0.95 3.21 3.61 0.43
H -0.33 0.58 2.56 0.28
H 1.47 2.26 -0.81 0.55
H -3.20 2.93 4.53 0.43
H -5.47 2.00 4.28 0.41
H -6.24 1.17 2.08 0.52
H -2.50 2.31 0.36 0.62
H -4.98 1.56 -4.70 0.51
H -3.48 1.38 -6.68 0.41
H -1.35 0.15 -6.50 0.38
H 0.19 -1.01 -5.35 0.42
H -0.67 -2.32 -4.57 0.29
H -0.28 0.15 -1.85 0.79
H 3.22 -2.15 -2.09 0.57
H -2.27 -0.83 -2.43 0.80
F 5.05 -0.78 0.22 -0.34
C 4.60 -2.05 0.21 1.00
C 3.24 -2.30 0.34 -1.73
C 2.88 -3.64 0.33 0.92
F 1.58 -3.99 0.40 -0.36
C 3.80 -4.67 0.22 0.30
F 3.40 -5.94 0.22 -0.29
C 5.14 -4.37 0.09 0.57
F 6.04 -5.34 -0.02 -0.29
C 5.55 -3.05 0.09 0.30
F 6.84 -2.75 -0.04 -0.30
I 0.80 -2.15 3.00 0.17
C 2.37 -0.91 3.45 0.51
C 2.89 -0.80 4.73 -0.71
C 3.95 0.08 4.92 -0.16
C 4.43 0.81 3.85 -0.94
C 3.85 0.64 2.60 -0.05
N 2.83 -0.20 2.40 -0.20
H 2.48 -1.39 5.54 0.45
H 4.39 0.18 5.90 0.41
H 5.25 1.50 3.97 0.45
H 4.20 1.18 1.73 0.51
```

E_tot = -2677.50647 hartree
energy above the lowest of the compared OMol25 structures with the same formula, charge and spin = 10.3 kJ/mol
HOMO level = -11.4 eV
net charge = +1

=====

Entry 3:
DFT (ωB97M-V with the def2-TZVPD basis set) results for a structure of composition C31H21ClN5O2S2Tl.

```
63
Properties=species:S:1:pos:R:3:mulliken_charge:R:1
Tl 0.68 -0.47 -0.49 0.98
C 4.64 -1.31 3.05 -0.59
C 4.87 -0.38 2.05 -0.73
C 3.80 0.28 1.45 -0.21
C 2.51 -0.01 1.77 -0.27
C 2.28 -1.13 2.59 0.70
C 3.29 -1.73 3.27 -1.20
N 1.43 0.68 1.09 0.12
C 0.52 1.51 1.75 0.83
C 0.42 1.43 3.21 -0.51
C -0.49 2.20 3.87 -0.72
C -1.21 3.25 3.22 -0.91
C -1.01 3.41 1.83 -0.23
C -0.21 2.50 1.10 0.21
N -0.03 2.56 -0.31 0.35
N -0.91 3.17 -0.88 -0.74
C -0.55 3.34 -2.29 0.50
C -1.55 3.58 -3.19 -0.09
C -1.20 3.77 -4.52 -0.44
C 0.16 3.74 -4.87 -0.54
C 1.05 3.65 -3.83 -0.45
N 0.76 3.40 -2.55 -0.45
H 5.48 -1.82 3.47 0.37
H 5.87 -0.09 1.76 0.41
H 3.97 0.99 0.60 0.36
H 1.22 -1.36 2.82 0.49
H 3.13 -2.55 3.95 0.45
H 0.85 0.55 3.71 0.28
H -0.59 2.12 4.95 0.40
H -1.84 3.86 3.73 0.54
H -1.55 4.17 1.21 0.39
H -2.56 3.63 -2.72 0.38
H -2.01 3.85 -5.23 0.46
H 0.54 3.98 -5.86 0.41
H 2.12 3.78 -4.05 0.38
Cl -4.21 0.33 -6.15 -0.23
C -3.30 0.39 -4.68 0.09
C -4.00 0.40 -3.39 -0.62
C -3.35 0.18 -2.18 -0.91
C -1.92 0.14 -2.18 0.83
O -1.37 -0.26 -1.10 -0.57
C -1.22 0.31 -3.40 1.54
C 0.20 0.40 -3.53 -0.57
O 1.12 0.28 -2.67 -0.60
C -1.92 0.39 -4.65 -1.23
H -5.06 0.41 -3.38 0.48
H -3.83 -0.03 -1.24 0.49
H 0.54 0.57 -4.59 0.27
H -1.43 0.23 -5.59 0.42
S 1.70 -2.69 -1.18 -0.34
C 1.05 -3.50 0.21 0.54
N 0.13 -2.98 0.93 -0.17
C -0.27 -3.83 1.93 -0.50
C -1.18 -3.44 2.88 0.04
C -1.63 -4.28 3.87 -1.02
C -1.04 -5.57 3.86 -0.23
C -0.06 -6.00 2.95 -0.65
C 0.37 -5.10 1.95 0.61
S 1.58 -5.14 0.69 -0.24
H -1.55 -2.43 2.81 0.49
H -2.24 -3.95 4.67 0.45
H -1.32 -6.38 4.52 0.31
H 0.33 -7.00 2.96 0.42
```

E_tot = -3047.14904 hartree
energy above the lowest of the compared OMol25 structures with the same formula, charge and spin = 219.7 kJ/mol
HOMO level = -7.9 eV

=====

Entry 4:
DFT (ωB97M-V with the def2-TZVPD basis set) results for a structure of composition C31H21N5O8PRhSe2.

```
69
Properties=species:S:1:pos:R:3:mulliken_charge:R:1
Rh -0.20 -0.20 -0.17 -0.18
O -0.82 1.45 3.50 -0.63
C -0.68 0.78 2.51 -0.13
N -0.57 1.20 1.20 -0.06
C -0.56 2.52 0.82 -0.19
O -0.73 3.51 1.50 -0.64
C -0.30 2.63 -0.67 0.63
C -0.25 3.87 -1.27 -0.68
C -0.01 3.94 -2.63 -0.32
C 0.12 2.76 -3.34 -1.16
C 0.06 1.55 -2.67 0.27
N -0.13 1.48 -1.35 0.38
C -0.63 -0.73 2.59 0.65
C -0.55 -1.34 3.82 -0.56
C -0.52 -2.73 3.90 -0.32
C -0.60 -3.45 2.71 -0.88
C -0.67 -2.77 1.51 -0.23
N -0.66 -1.44 1.44 0.22
H -0.38 4.74 -0.64 0.51
H 0.05 4.90 -3.13 0.44
H 0.28 2.76 -4.41 0.46
H 0.17 0.62 -3.21 0.32
H -0.51 -0.71 4.70 0.51
H -0.43 -3.23 4.85 0.45
H -0.61 -4.53 2.72 0.45
H -0.73 -3.30 0.57 0.44
Se 2.48 -0.20 -1.56 0.28
P 0.94 -2.07 -3.27 0.07
Se -0.78 -1.85 -1.85 -0.11
C 2.20 -3.02 -2.34 -0.24
C 3.17 -3.69 -3.08 -0.73
C 4.18 -4.40 -2.44 -0.59
C 4.23 -4.43 -1.06 -0.63
C 3.29 -3.75 -0.31 -0.91
C 2.28 -3.03 -0.95 0.71
C 0.29 -3.42 -4.35 0.39
C -0.15 -4.63 -3.81 -0.26
C -0.66 -5.61 -4.64 -0.67
C -0.74 -5.39 -6.01 -0.42
C -0.29 -4.20 -6.55 -0.53
C 0.22 -3.21 -5.72 -0.32
H 3.13 -3.67 -4.16 0.42
H 4.92 -4.93 -3.03 0.39
H 5.02 -5.00 -0.56 0.39
H 3.33 -3.77 0.77 0.52
H 1.57 -2.47 -0.36 0.77
H -0.09 -4.79 -2.74 0.30
H -1.01 -6.54 -4.22 0.39
H -1.16 -6.16 -6.66 0.38
H -0.34 -4.03 -7.62 0.38
H 0.57 -2.27 -6.14 0.35
O 2.96 1.36 0.65 -0.70
C 2.68 0.41 1.40 -0.09
O 1.74 -0.43 1.25 0.56
C 3.50 0.21 2.66 0.25
C 3.18 -0.83 3.53 -0.22
C 3.94 -1.03 4.66 -0.28
C 5.03 -0.23 4.96 -0.43
C 5.33 0.79 4.09 -0.31
C 4.58 1.03 2.94 -0.29
N 6.48 1.66 4.38 1.05
O 6.70 2.58 3.62 -0.61
O 7.14 1.40 5.37 -0.62
N 3.59 -2.13 5.57 1.02
O 2.58 -2.76 5.33 -0.59
O 4.33 -2.35 6.51 -0.63
H 2.33 -1.46 3.31 0.55
H 5.63 -0.40 5.84 0.62
H 4.84 1.84 2.27 0.66
```

E_tot = -7324.23023 hartree
⟨S²⟩ = 6.021
spin multiplicity = 5
energy above the lowest of the compared OMol25 structures with the same formula, charge and spin = 122.8 kJ/mol
HOMO level (spin up / spin down) = -8.2 / -8.2 eV